{
  "formula": "C4H2OS",
  "method": "the ωB97M-V functional and the def2-TZVPD basis",
  "species": ["C", "C", "C", "C", "H", "H", "O", "S"],
  "xyz": [[-0.535992, 1.306878, 0.048422], [-0.783525, -0.164430, 0.059207], [0.552657, -0.838728, 0.095861], [1.438268, -1.611146, -0.123898], [-1.408479, 1.883225, 0.464262], [2.473011, -1.822130, -0.174884], [0.598755, 1.778830, -0.230172], [-2.334692, -0.532496, -0.138800]],
  "forces_ev_per_a": [[3.502, 2.082, 0.535], [2.296, 0.571, -0.315], [-4.279, -0.059, -0.404], [1.456, 0.383, 0.335], [0.702, 0.062, -0.776], [0.290, -0.726, -0.212], [-4.128, -1.249, 0.711], [0.160, -1.064, 0.126]],
  "de_lowest_kcal_mol": 16.5,
  "orbital_gap_ev": 7.853,
  "energy_ha": -626.9089,
  "homo_energy_ha": -0.359,
  "total_charge": 0,
  "smiles": "C#CC(=S)C=O"
}